No. 1
The following is a quantum chemistry calculation of a structure of composition C14H10BrF9MnO, from the OMol25 dataset.

```
36
Properties=species:S:1:pos:R:3
C 1.929 0.304 -2.501
C 2.922 0.220 -1.440
C 2.550 -0.900 -0.552
H 3.671 0.989 -1.283
C 1.358 -1.510 -1.152
C 1.029 -0.809 -2.353
H 0.205 -1.056 -3.034
H 1.924 1.023 -3.321
H 2.895 -1.026 0.469
H 0.769 -2.316 -0.800
Mn 1.130 0.454 -0.452
Br 1.847 2.340 0.804
C -1.670 2.008 -0.396
C -1.713 1.031 -1.426
C -0.928 1.499 -2.492
H -2.257 0.080 -1.399
C -0.363 2.747 -2.115
C -0.823 3.049 -0.806
H -0.534 3.924 -0.230
H -2.194 1.928 0.547
H -0.841 1.028 -3.471
H 0.411 3.310 -2.674
F -1.251 -2.859 0.288
C -0.644 -2.609 1.477
F -1.257 -3.373 2.411
F 0.648 -3.048 1.401
C -0.660 -1.064 1.771
O -0.283 -0.360 0.700
C -2.146 -0.661 2.156
F -2.567 -1.286 3.287
F -2.271 0.674 2.369
F -2.994 -0.976 1.139
C 0.295 -0.764 2.985
F 0.096 -1.612 4.029
F 1.600 -0.878 2.621
F 0.115 0.496 3.440
```

Its LUMO energy (spin up / spin down) is 5.406 / 5.352 eV. As for the expectation value of S²: 8.760. Its net charge is -2. Its orbital gap (spin up / spin down) is 5.193 / 5.220 eV. The calculation puts the HOMO energy (spin up / spin down) at 0.00784 / 0.00483 Ha. As for the spin multiplicity: 6. The energy is -5238.5536 Ha.



No. 2
The following is a quantum chemistry calculation of a structure of composition C17H68N35O20V, from the OMol25 dataset.

```
141
Properties=species:S:1:pos:R:3
V -0.267 2.106 -2.576
N -0.660 -0.179 0.058
O -1.122 0.151 1.113
O -0.761 0.428 -0.998
O 0.195 -1.038 0.101
C -3.807 -3.737 3.790
O -4.008 -3.123 4.832
N -4.314 -4.811 3.294
N -3.184 -3.140 2.822
H -4.086 -4.962 2.322
H -5.036 -5.255 3.844
H -3.641 -2.242 2.743
H -2.714 -3.608 2.060
C -1.222 3.704 0.286
O -0.685 3.218 -0.699
N -1.675 3.082 1.283
N -1.706 4.920 0.116
H -1.388 2.114 1.290
H -2.079 3.642 2.020
H -1.346 5.437 -0.673
H -2.339 5.211 0.847
C 2.968 -2.633 -2.655
O 2.827 -3.786 -3.067
N 4.140 -2.087 -2.368
N 1.990 -1.897 -2.224
H 4.988 -2.520 -2.706
H 4.216 -1.168 -1.957
H 2.197 -1.014 -1.780
H 1.074 -2.309 -2.117
C 0.242 -4.763 0.296
O -0.929 -4.729 -0.020
N 0.931 -5.779 0.190
N 0.960 -3.689 0.489
H 1.929 -5.694 0.321
H 0.437 -6.603 -0.121
H 1.952 -3.880 0.480
H 0.578 -2.755 0.444
C 1.145 5.310 -2.428
O 0.823 4.164 -2.648
N 0.334 6.296 -2.374
N 2.388 5.666 -2.232
H -0.642 6.094 -2.537
H 0.672 7.180 -2.021
H 3.096 4.961 -2.380
H 2.707 6.577 -1.936
C 4.468 -3.470 1.772
O 4.214 -4.216 0.870
N 5.091 -3.814 2.878
N 3.986 -2.247 1.659
H 5.057 -3.128 3.619
H 5.415 -4.750 3.077
H 3.760 -1.958 2.599
H 3.365 -2.015 0.897
C -3.022 0.190 4.170
O -2.855 1.342 3.769
N -4.080 -0.409 4.363
N -2.087 -0.654 4.520
H -4.876 0.213 4.376
H -3.973 -1.242 4.924
H -1.135 -0.338 4.398
H -2.358 -1.402 5.143
C -3.459 2.199 -3.377
O -2.355 2.092 -2.867
N -4.219 3.258 -3.394
N -4.131 1.229 -3.755
H -3.749 4.043 -2.966
H -5.013 3.302 -4.017
H -4.036 0.329 -3.306
H -5.019 1.520 -4.138
C -3.758 -2.492 -1.121
O -4.181 -1.449 -1.579
N -4.564 -3.502 -0.906
N -2.548 -2.710 -0.759
H -5.559 -3.337 -0.957
H -4.326 -4.423 -0.565
H -1.826 -2.053 -1.019
H -2.268 -3.580 -0.329
C 1.593 0.449 3.824
O 2.477 0.860 4.508
N 0.809 1.163 3.062
N 1.261 -0.796 3.721
H 1.194 2.091 2.953
H 0.099 0.734 2.486
H 0.635 -1.142 3.007
H 1.961 -1.424 4.090
C 0.917 -5.278 4.067
O 1.825 -4.571 4.203
N 0.987 -6.599 4.140
N -0.337 -4.994 3.780
H 0.299 -7.273 3.835
H 1.931 -6.845 4.400
H -0.604 -4.033 3.622
H -0.996 -5.758 3.809
C 6.343 -0.174 -0.837
O 6.417 0.216 -1.985
N 6.998 -1.145 -0.273
N 5.277 -0.054 -0.118
H 6.617 -1.544 0.573
H 7.790 -1.590 -0.714
H 4.605 0.605 -0.483
H 5.155 -0.457 0.800
C -5.152 1.509 1.048
O -6.261 1.169 0.689
N -4.057 0.890 0.772
N -5.022 2.345 2.015
H -3.196 1.278 1.130
H -3.896 0.232 0.022
H -4.094 2.571 2.343
H -5.825 2.904 2.266
C 2.441 1.677 -0.948
O 1.666 1.550 -1.919
N 3.701 1.992 -0.905
N 2.155 1.285 0.206
H 4.189 2.337 -1.719
H 4.164 2.105 -0.014
H 1.232 0.970 0.470
H 2.796 1.398 0.979
C -0.253 3.683 -5.654
O -0.303 2.881 -4.729
N 0.643 3.590 -6.571
N -1.091 4.581 -5.896
H 0.657 4.073 -7.458
H 1.224 2.781 -6.403
H -1.098 4.976 -6.826
H -1.688 4.996 -5.196
C 2.297 4.294 1.852
O 1.601 3.517 2.460
N 3.525 4.524 2.166
N 1.968 5.016 0.848
H 3.947 4.007 2.924
H 4.034 5.172 1.581
H 1.088 4.876 0.374
H 2.696 5.645 0.541
C -1.208 -0.520 -4.474
O -0.395 0.221 -3.903
N -2.143 -1.076 -3.838
N -1.233 -0.832 -5.713
H -2.304 -0.716 -2.908
H -2.859 -1.697 -4.184
H -1.905 -1.461 -6.128
H -0.435 -0.570 -6.274
```

Its LUMO energy (spin up / spin down) is -2.497 / -2.500 eV. As for the expectation value of S²: 3.752. Its net charge is +1. Its orbital gap (spin up / spin down) is 6.653 / 7.860 eV. The calculation puts the HOMO energy (spin up / spin down) at -0.33628 / -0.38072 Ha. As for the spin multiplicity: 4. The energy is -5053.9369 Ha.



No. 3
The following is a quantum chemistry calculation of a cluster of 2 separate species, C4H11O3PS in total, from the OMol25 dataset.

```
20
Properties=species:S:1:pos:R:3
C 0.686 2.189 0.701
P -0.011 0.627 0.529
C -1.839 0.343 0.701
C 0.688 -0.060 -1.076
C 0.581 -0.435 1.844
H 0.815 2.777 -0.275
H 0.330 2.717 1.529
H -2.208 0.798 1.611
H -2.063 -0.694 0.582
H -2.371 0.944 -0.135
H 1.811 0.286 -1.152
H 0.231 0.034 -2.026
H 0.912 -1.073 -0.840
H 1.754 -0.536 1.820
H 0.172 -1.448 2.059
H 0.333 0.120 2.759
O 3.472 -0.950 -0.109
S 4.844 -0.566 -0.415
O 5.109 0.528 -1.355
O 5.974 -1.516 -0.104
```

As for the SMILES: C=P(C)(C)C.O=S(=O)=O. Its LUMO energy is -2.191 eV. Its net charge is 0. The calculation puts the energy above the lowest of the compared OMol25 structures with the same formula, charge and spin at 200.4 kJ/mol. Its orbital gap is 4.746 eV. The calculation puts the HOMO energy at -0.25495 Ha. The energy is -1124.1256 Ha.



No. 4
The following is a quantum chemistry calculation of a structure of composition C42H53BrCl3FNO2PSn, from the OMol25 dataset.

```
105
Properties=species:S:1:pos:R:3
Sn 0.136 -0.322 -0.868
C 0.355 4.196 1.948
C 0.744 2.830 1.373
C 1.805 3.016 0.275
P -0.615 1.828 0.644
C -1.881 1.377 1.907
C -3.226 1.081 1.225
C -2.042 2.260 3.143
C -1.397 2.986 -0.539
C -2.312 3.948 -0.120
C -2.919 4.848 -0.992
C -3.881 5.898 -0.493
C -2.588 4.772 -2.348
C -1.725 3.809 -2.813
C -1.122 2.871 -1.937
N -0.184 1.984 -2.416
C -0.143 1.684 -3.791
C -1.263 1.335 -4.584
C -2.678 1.202 -4.051
C -1.031 0.977 -5.910
C 0.230 0.988 -6.487
C 0.423 0.652 -7.945
C 1.320 1.330 -5.685
C 1.161 1.648 -4.350
C 2.341 2.040 -3.490
H 1.255 4.683 2.336
H -0.366 4.134 2.762
H -0.059 4.842 1.169
H 1.158 2.196 2.164
H 1.422 3.662 -0.524
H 2.105 2.068 -0.175
H 2.698 3.487 0.699
H -1.478 0.418 2.240
H -3.761 2.003 0.982
H -3.852 0.494 1.906
H -3.101 0.502 0.305
H -2.492 3.229 2.912
H -1.096 2.427 3.661
H -2.712 1.751 3.844
H -2.539 4.030 0.942
H -3.990 5.855 0.592
H -4.870 5.762 -0.939
H -3.540 6.901 -0.763
H -3.022 5.488 -3.044
H -1.456 3.775 -3.863
H -2.713 1.060 -2.970
H -3.151 0.327 -4.506
H -3.281 2.082 -4.299
H -1.880 0.658 -6.511
H -0.423 0.081 -8.336
H 1.336 0.073 -8.100
H 0.513 1.568 -8.539
H 2.317 1.353 -6.121
H 3.265 2.027 -4.072
H 2.459 1.352 -2.649
H 2.207 3.039 -3.064
C 1.840 -2.859 6.846
C 2.733 -3.259 5.662
C 4.142 -2.730 5.924
C 2.798 -4.793 5.570
C 2.138 -2.692 4.368
C 2.856 -1.870 3.503
C 2.218 -1.324 2.405
Br 3.197 -0.198 1.240
C 0.849 -1.528 2.119
O 0.234 -0.783 1.213
C 0.166 -2.502 2.898
C 0.826 -3.008 4.010
C -1.266 -3.017 2.615
C -1.237 -4.557 2.631
C -1.861 -2.598 1.264
C -2.203 -2.518 3.726
H 2.272 -3.229 7.783
H 0.831 -3.275 6.753
H 1.752 -1.769 6.914
H 4.494 -3.101 6.890
H 4.161 -1.636 5.957
H 4.850 -3.068 5.160
H 3.213 -5.212 6.495
H 3.436 -5.103 4.736
H 1.806 -5.229 5.415
H 3.901 -1.644 3.671
H 0.285 -3.706 4.644
H -0.473 -4.938 1.944
H -2.210 -4.946 2.313
H -1.028 -4.961 3.628
H -1.193 -2.838 0.431
H -2.088 -1.533 1.212
H -2.796 -3.148 1.110
H -1.854 -2.825 4.717
H -3.213 -2.924 3.577
H -2.269 -1.421 3.711
Cl 3.154 -3.749 -6.924
C 2.332 -3.207 -5.475
C 3.068 -2.762 -4.397
C 2.398 -2.347 -3.255
Cl 3.316 -1.735 -1.894
C 0.997 -2.377 -3.133
O 0.353 -2.063 -2.017
C 0.306 -2.793 -4.283
Cl -1.439 -2.787 -4.238
C 0.953 -3.218 -5.430
H 4.150 -2.747 -4.433
H 0.377 -3.561 -6.282
F -1.729 -0.476 -1.026
```

Its LUMO energy (spin up / spin down) is -2.071 / -1.545 eV. Its net charge is 0. The calculation puts the energy above the lowest of the compared OMol25 structures with the same formula, charge and spin at 95.6 kJ/mol. Its orbital gap (spin up / spin down) is 5.069 / 6.196 eV. The calculation puts the HOMO energy (spin up / spin down) at -0.26240 / -0.28447 Ha. The energy is -6447.6250 Ha.